The following is a DFT calculation (the ωB97M-V functional and the def2-TZVPD basis) of a cluster of 2 separate species, C4H13N3 in total in a non-equilibrium geometry.

Geometry as XYZ:
```
20
Properties=species:S:1:pos:R:3:forces:R:3:nbo_charge:R:1
C 2.251472 -0.019049 0.236303 -1.060 -1.631 -1.248 -0.21
C 0.744607 0.374740 0.527404 2.494 -0.475 1.277 -0.53
C -0.261395 -0.741583 0.603886 -1.470 2.104 -2.430 0.06
N -2.993182 -0.405398 1.038158 -1.157 3.788 -1.839 -0.82
C -2.768052 0.038323 -0.273446 -0.800 -2.153 -0.948 0.36
N -1.591911 -0.125406 -0.883802 -2.776 0.127 4.153 -0.63
N 2.698457 0.557590 -1.117729 2.018 2.681 0.369 -0.71
H 2.362340 -1.161515 0.211046 0.219 1.800 0.012 0.26
H 2.982518 0.454691 0.891074 -0.409 -0.286 0.367 0.26
H 0.776561 0.733145 1.595586 -0.128 0.260 -1.179 0.28
H 0.494046 1.192690 -0.162506 -0.502 -0.286 0.613 0.28
H -0.307714 -1.752836 0.256844 1.003 -0.470 -0.301 0.25
H -0.881580 -0.560461 1.459057 -0.571 -0.100 0.027 0.24
H -3.832944 -0.140044 1.561018 0.181 0.209 -0.860 0.44
H -2.781895 -1.311761 1.245895 1.098 -2.896 0.489 0.41
H -3.707713 0.246187 -0.993565 2.070 0.379 2.029 0.26
H -1.803590 0.164387 -1.832923 1.429 -0.333 -0.668 0.43
H 3.766127 0.573794 -1.148104 -1.480 -0.126 0.012 0.47
H 2.429499 1.584541 -1.165001 0.538 -1.089 0.514 0.45
H 2.424342 0.297960 -2.049189 -0.695 -1.501 -0.388 0.46
```
Forces are in eV/Å.

Properties
Net charge ... +2
E ... -323.73311 Eh
Energy relative to the best compared isomer or geometry (same formula, charge and spin) ... 100.32 kcal/mol

=====

The following is a DFT calculation (the ωB97M-V functional and the def2-TZVPD basis) of a structure of composition C6H22BInO6 in a non-equilibrium geometry.

Geometry as XYZ:
```
36
Properties=species:S:1:pos:R:3:forces:R:3:nbo_charge:R:1
In -6.121083 11.644125 -43.948649 0.029 -0.145 -0.119 0.99
B -7.966219 16.146364 -44.623960 -0.025 0.348 -0.729 -0.40
H -7.016417 16.181215 -44.113160 3.194 1.371 4.313 0.14
H -8.370067 17.141605 -44.727103 0.362 5.014 -1.884 0.14
H -7.905703 15.673046 -45.591706 -2.217 -1.915 -4.521 0.11
H -8.604253 15.569507 -43.972508 -1.323 -4.918 2.743 0.15
C -5.418876 5.918087 -45.301259 -0.258 0.662 0.622 -0.09
C -6.430374 6.276831 -46.354295 1.561 -0.791 -0.812 -0.09
O -7.315064 7.229093 -45.914635 -1.326 0.465 0.267 -0.66
O -4.782551 7.108286 -44.798983 -0.051 -0.757 -0.456 -0.69
H -4.693594 5.195689 -45.675700 -0.052 -0.003 0.023 0.20
H -6.010896 5.510894 -44.481625 0.109 -0.431 0.233 0.20
H -6.954537 5.370704 -46.658081 0.154 -0.172 -0.071 0.19
H -5.895742 6.673460 -47.217401 0.255 -0.019 -0.346 0.19
H -8.134745 6.830201 -46.215663 -0.718 0.771 0.374 0.48
H -3.944252 6.773441 -44.472296 0.321 0.389 0.200 0.48
C -10.569034 11.857342 -47.578084 -0.760 0.009 1.461 -0.09
C -11.288734 12.434216 -46.287527 0.030 -0.860 -0.628 -0.09
O -10.680836 11.911430 -45.107411 0.214 0.543 -1.071 -0.66
O -9.218830 12.177286 -47.622068 0.734 0.843 -0.127 -0.63
H -11.121523 12.139086 -48.474452 0.020 0.152 0.085 0.21
H -10.508804 10.771618 -47.502762 -0.966 -0.435 0.254 0.22
H -12.362420 12.267059 -46.373346 -0.120 -0.942 0.266 0.21
H -11.338759 13.521978 -46.336376 1.039 0.528 0.054 0.22
H -11.233492 11.995373 -44.326946 -0.472 0.048 -0.072 0.50
H -9.016881 12.394073 -48.535200 0.363 0.219 -0.145 0.49
C -2.751179 13.873966 -47.929778 0.052 -0.082 -0.290 -0.09
C -2.294040 12.396159 -48.091970 -0.969 -0.102 -0.849 -0.09
O -3.385717 11.498757 -47.826517 0.851 0.558 0.334 -0.66
O -3.045311 14.069064 -46.582833 0.024 0.394 0.867 -0.65
H -3.668682 14.157250 -48.445556 -0.002 -0.624 -0.650 0.20
H -1.956982 14.541536 -48.263977 0.143 -0.105 -0.073 0.20
H -1.440398 12.281778 -47.423897 -0.257 -0.361 0.260 0.21
H -1.979362 12.170841 -49.110945 0.324 0.518 -0.045 0.20
H -3.578131 11.109093 -48.682518 -0.302 -0.242 0.051 0.49
H -2.440815 14.746257 -46.270437 0.037 0.071 0.480 0.49
```
Forces are in eV/Å.

Properties
Net charge ... +2
E ... -907.13325 Eh
Energy relative to the best compared isomer or geometry (same formula, charge and spin) ... 0.00 kcal/mol

=====

The following is a DFT calculation (the ωB97M-V functional and the def2-TZVPD basis) of an isolated molecule of C5H5ClN2O3S in a non-equilibrium geometry.

Geometry as XYZ:
```
17
Properties=species:S:1:pos:R:3:forces:R:3:nbo_charge:R:1
C -2.853034 1.469849 -0.225905 0.432 -0.771 -0.781 -0.27
C -1.492172 1.392826 -0.589702 -1.131 -2.911 1.955 -0.13
C -3.523722 0.260942 -0.083897 2.084 -1.430 -1.110 0.16
C -0.812832 0.169987 -0.572482 -1.117 0.962 -0.068 -0.21
C 1.310265 -1.257249 0.334376 -1.911 0.283 -1.989 -0.87
N -2.860162 -0.910489 -0.247363 -1.852 0.804 0.782 -0.24
N -1.585881 -0.989077 -0.443433 0.599 -0.149 -0.939 0.30
O -1.165591 -2.158723 -0.620386 0.453 0.769 0.125 -0.44
O 1.023541 -0.546327 -2.216877 -0.220 0.379 1.352 -0.93
O 1.664973 1.251843 -0.760738 0.745 2.706 1.589 -0.90
S 0.953961 0.058973 -0.885514 -1.473 -5.682 -3.037 2.17
Cl -5.195442 -0.065618 0.021941 -0.209 0.793 0.345 0.09
H -3.357243 2.397336 -0.195452 -0.428 0.788 0.134 0.24
H -0.877630 2.214549 -0.617542 1.085 2.115 -0.467 0.24
H 2.085771 -1.824102 -0.084914 1.599 -0.428 -0.409 0.26
H 1.536483 -0.694260 1.172745 0.527 0.386 2.147 0.23
H 0.443823 -1.991841 0.325275 0.818 1.385 0.371 0.30
```
Forces are in eV/Å.

Properties
Net charge ... 0
E ... -1386.98537 Eh
Energy relative to the best compared isomer or geometry (same formula, charge and spin) ... 37.96 kcal/mol

=====

The following is a DFT calculation (the ωB97M-V functional and the def2-TZVPD basis) of a structure of composition C31H38F6N4NiOP2 in a non-equilibrium geometry.

Geometry as XYZ:
```
83
Properties=species:S:1:pos:R:3:forces:R:3:mulliken_spin:R:1
Ni -0.813697 -2.348732 -1.425445 1.708 0.830 2.153 1.64
C -0.890707 2.659461 -1.205190 -0.602 0.786 0.147 0.00
C -1.386478 1.735291 -2.037456 -0.396 0.151 1.072 0.00
C -1.032890 1.407073 -3.442833 0.385 -0.736 -0.968 0.00
C 0.134774 0.377852 -3.639756 -1.005 0.794 -1.175 0.00
C 1.443150 0.717304 -3.012808 0.014 -0.719 0.513 0.00
C 1.788711 1.839543 -2.387853 0.765 -0.396 -0.751 0.00
C 1.162153 3.174825 -2.554237 -0.057 0.071 0.806 0.00
C 0.354988 3.508352 -1.310628 -0.771 0.359 -0.071 0.00
C 1.223596 -2.311957 -0.893182 -0.475 -0.155 -1.911 0.28
H -1.506642 2.956911 -0.338578 0.401 -0.815 -0.086 0.00
H -2.203637 1.102185 -1.639159 0.262 0.720 -0.216 0.00
H -0.886739 2.273984 -4.109495 0.117 -0.245 0.562 0.00
H -1.942659 0.959815 -3.860322 0.217 -0.251 -0.026 0.00
H -0.241698 -0.626940 -3.324884 0.483 0.452 0.025 -0.01
H 0.284087 0.294450 -4.736944 -0.162 -0.187 0.407 0.01
H 2.137420 -0.126285 -3.031459 -0.100 0.119 0.527 0.00
H 2.679488 1.816389 -1.767289 0.236 0.037 -0.240 0.00
H 0.542676 3.191612 -3.443124 0.078 0.283 0.097 0.00
H 1.929990 3.937593 -2.668884 0.235 -0.089 -0.141 0.00
H 0.913545 3.338536 -0.361156 -0.030 0.137 -0.660 0.00
H 0.103713 4.587136 -1.331591 -0.104 -0.432 0.191 0.00
H 1.576647 -1.260840 -0.802352 -0.521 -0.632 -0.384 -0.02
H 1.504180 -2.767470 -1.895342 0.473 0.575 1.089 -0.01
H 1.662162 -2.874855 -0.064247 -0.649 -0.229 -0.224 0.00
P 1.416478 -1.043945 -6.913638 1.768 0.507 -2.478 0.00
P -2.274703 -0.337399 -6.800375 -1.052 1.455 -2.069 0.00
N 2.718478 0.108391 -7.228464 0.407 0.295 0.777 0.00
N 2.128629 -2.268010 -7.970852 -0.387 -1.000 -0.057 0.00
N -2.404472 1.341161 -7.365620 0.563 0.396 0.417 0.00
N -3.797132 -0.818533 -7.558023 -0.647 -1.065 0.299 0.00
C 0.277698 -0.273621 -8.155943 -0.494 0.099 0.419 0.00
C -1.125567 -0.925072 -8.131186 0.347 -0.583 -0.201 0.00
C 3.763183 0.252495 -6.305283 0.059 0.601 -1.123 0.00
C 4.783149 0.978484 -6.902657 -0.910 -0.485 0.183 0.00
C 4.362411 1.287910 -8.235844 -1.050 -0.728 0.266 0.00
C 3.102179 0.727970 -8.423073 0.817 0.365 0.889 0.00
C 2.312386 -3.581710 -7.528740 0.167 0.107 -1.336 0.00
C 2.745542 -4.353542 -8.595906 -0.240 0.801 0.329 0.00
C 2.840778 -3.496933 -9.747398 -0.440 0.962 1.055 0.00
C 2.463771 -2.218360 -9.333739 -0.068 -1.217 0.334 0.00
C -2.628729 2.373473 -6.448680 0.134 0.385 -1.236 0.00
C -2.482495 3.582612 -7.101199 0.074 -0.613 0.038 0.00
C -2.101490 3.312661 -8.456998 -0.274 -1.338 0.093 0.00
C -2.098710 1.928172 -8.611947 0.208 0.542 0.782 0.00
C -4.558065 -0.267584 -8.602011 -0.193 -1.076 0.090 0.00
C -5.491510 -1.213776 -9.022588 1.171 0.215 0.935 0.00
C -5.312027 -2.380541 -8.201438 0.741 0.482 0.318 0.00
C -4.290387 -2.112243 -7.300337 -0.421 0.679 -1.024 0.00
H 0.705399 -0.326030 -9.178517 -0.336 -0.003 0.759 0.00
H 0.215580 0.787011 -7.861201 0.001 -0.217 -0.234 0.00
H -1.596773 -0.814199 -9.124178 -0.003 -0.165 0.547 0.00
H -1.019144 -2.013490 -7.923310 -0.139 0.420 -0.359 0.00
H 3.646378 -0.151864 -5.310084 0.124 0.044 -0.083 0.00
H 5.710734 1.258317 -6.427665 -0.059 0.008 -0.056 0.00
H 4.908060 1.845414 -8.978311 0.019 0.013 0.003 0.00
H 2.454679 0.749301 -9.289723 0.211 0.090 0.262 0.00
H 2.102799 -3.832549 -6.503285 0.039 -0.070 0.035 0.00
H 2.971399 -5.407205 -8.563330 0.004 0.033 0.038 0.00
H 3.143090 -3.780847 -10.749673 -0.035 0.117 0.262 0.00
H 2.392627 -1.296529 -9.894190 0.117 -0.313 0.106 0.00
H -2.901979 2.145836 -5.432715 -0.027 0.042 -0.029 0.00
H -2.662731 4.557772 -6.677370 0.125 -0.051 0.078 0.00
H -1.846851 4.025824 -9.238720 -0.246 -0.209 0.288 0.00
H -1.879358 1.317759 -9.489805 -0.087 0.305 0.470 0.00
H -4.406809 0.747849 -8.937049 0.096 -0.164 0.066 0.00
H -6.200926 -1.100391 -9.830242 0.047 0.102 0.176 0.00
H -5.842551 -3.317708 -8.291380 -0.032 0.141 0.124 0.00
H -3.861320 -2.704089 -6.498022 -0.115 0.068 -0.240 0.00
C -0.465520 0.177031 1.303591 0.016 0.253 -0.025 -0.02
C -1.521267 -0.928960 1.187085 -0.511 -0.064 1.042 0.02
O -1.625681 -1.473112 -0.050696 -0.304 -0.592 -0.629 0.07
C -1.142488 -1.998794 2.300998 0.283 -0.113 0.494 0.00
F -1.155528 -1.472910 3.575405 -0.235 -0.391 -1.325 0.00
F -1.924963 -3.097501 2.302125 0.157 0.712 -0.052 0.00
F 0.128097 -2.440086 2.113478 -0.598 0.175 -0.096 0.00
C -2.984074 -0.361397 1.475521 -0.146 0.882 -0.360 0.02
F -3.204377 0.123706 2.733156 0.306 -0.639 -1.046 0.00
F -3.181306 0.707269 0.622926 0.164 -0.836 0.732 0.00
F -3.959729 -1.250699 1.182834 0.790 0.484 0.497 0.00
H 0.538958 -0.274317 1.293002 -0.440 0.158 0.034 0.00
H -0.607886 0.734904 2.239094 0.134 -0.117 -0.228 0.00
H -0.541767 0.863993 0.450104 -0.100 -0.317 0.313 0.02
```
Forces are in eV/Å.

Properties
Spin multiplicity ... 3
Net charge ... 0
E ... -4288.38306 Eh
Energy relative to the best compared isomer or geometry (same formula, charge and spin) ... 0.00 kcal/mol